[1]
This record from OMol25 describes a molecular structure, C3H3NO7S2 in a non-equilibrium geometry. The level of theory is the ωB97M-V functional and the def2-TZVPD basis.

XYZ file:
```
16
Properties=species:S:1:pos:R:3:forces:R:3:lowdin_charge:R:1
C -0.5578 0.5691 0.3314 0.88 0.32 1.26 0.010
C 0.4217 -0.2229 -0.0624 -0.43 -0.16 1.70 -0.128
C 0.9468 -1.3924 0.6940 -0.24 -0.67 3.44 -0.627
N 0.4103 -2.7492 -0.1566 0.95 0.43 0.11 -0.224
O -0.9152 -1.7073 -2.0279 0.05 -1.20 1.32 -0.396
O 2.4361 -4.1267 -0.5105 1.03 -2.76 0.72 -0.290
O 0.8060 -1.5135 1.9344 -0.28 0.60 -1.26 -0.065
O -0.0944 -3.9628 -2.2259 0.40 -0.34 0.57 -0.382
O -1.9218 -3.5387 -0.6944 0.94 0.72 0.32 -0.396
O 2.4276 -1.7662 0.2750 -2.42 -0.68 -1.16 -0.209
O 2.2445 -2.3591 -2.0479 -0.37 1.20 -2.60 -0.283
S -0.6990 -2.9993 -1.3104 -4.07 0.61 -3.61 0.350
S 1.8626 -2.8830 -0.8029 3.14 1.42 2.59 0.468
H -0.6731 1.5390 -0.1499 -0.54 -0.34 -0.11 0.041
H -0.9512 0.3805 1.3389 -0.26 0.17 -0.53 0.061
H 0.9687 -0.0635 -0.9007 1.24 0.68 -2.75 0.069
```
Forces are in eV/Å.

Computed properties:
net charge = -2
frontier orbital gap = 7.83 eV
total energy = -1493.89035 a.u.

[2]
This record from OMol25 describes C26H29N5O5 in the gas phase in a non-equilibrium geometry. The level of theory is the ωB97M-V functional and the def2-TZVPD basis.

XYZ file:
```
65
Properties=species:S:1:pos:R:3:forces:R:3:lowdin_charge:R:1
C -2.4893 -2.2844 -2.0607 0.00 0.24 -0.06 -0.051
H -2.3900 -2.7110 -1.0654 0.03 -0.03 0.10 0.055
H -1.6266 -2.5822 -2.6514 0.10 -0.11 -0.07 0.078
H -3.3792 -2.7064 -2.5186 -0.08 -0.07 -0.05 0.064
C -2.5662 -0.7567 -2.0288 0.27 -0.34 -0.03 -0.184
N -3.6393 -0.2379 -1.2031 -0.19 0.15 -0.29 -0.058
C -3.5724 -0.0530 0.1288 0.56 -0.10 0.12 -0.426
O -4.5150 0.3502 0.7827 -0.32 0.03 0.32 0.059
C -2.2316 -0.3594 0.8279 -0.53 -0.22 0.17 -0.016
N -1.2710 0.6977 0.6597 0.22 -0.05 -0.10 -0.007
C -0.0849 0.5960 0.0335 0.45 0.20 -0.14 0.010
C 0.5765 1.8148 0.0368 -0.38 -0.10 0.15 -0.070
C -0.2841 2.7274 0.7448 -0.19 -0.25 0.02 -0.096
C -0.1840 4.0728 1.0829 -0.01 0.07 0.03 -0.012
C -1.2254 4.6450 1.7828 0.06 0.12 0.00 -0.087
C -2.3535 3.9061 2.1439 -0.04 -0.04 0.03 -0.082
C -2.4778 2.5711 1.8163 -0.12 -0.08 0.06 0.004
C -1.4306 1.9922 1.1128 0.25 0.79 0.12 -0.144
H -3.3579 2.0074 2.0808 -0.10 -0.06 0.01 0.102
H -3.1482 4.3914 2.6901 -0.08 0.02 0.05 0.101
H -1.1723 5.6878 2.0586 0.01 0.09 0.02 0.099
H 0.6883 4.6385 0.7977 0.06 0.05 -0.01 0.106
C 1.8417 2.1322 -0.5612 -0.12 0.14 0.04 -0.261
O 2.3900 3.2234 -0.4865 -0.20 -0.25 -0.08 0.085
C 2.4678 0.9871 -1.3579 0.36 -0.15 -0.36 -0.361
O 1.7865 0.2704 -2.0743 -0.23 0.11 0.03 0.067
N 3.8126 0.8345 -1.2658 0.14 0.09 -0.19 -0.036
C 4.6409 1.4267 -0.2427 0.10 0.23 0.35 -0.103
H 5.6497 1.5241 -0.6530 -0.05 0.01 0.03 0.129
H 4.2769 2.4196 0.0121 0.17 -0.14 -0.04 0.111
C 4.6346 0.4955 0.9993 0.15 0.20 0.08 -0.104
N 4.2850 -0.8496 0.5810 0.30 -0.11 0.02 -0.087
C 3.0759 -1.4001 0.9053 -0.27 -0.27 0.19 -0.204
C 2.4862 -1.1315 2.1575 0.06 0.07 -0.10 0.000
C 1.2861 -1.6891 2.5154 -0.37 -0.21 -0.10 0.013
C 0.6193 -2.5343 1.6289 1.29 0.54 -0.39 -0.191
C 1.1953 -2.8372 0.3959 -0.38 -0.11 0.34 0.004
C 2.4067 -2.2944 0.0478 0.17 0.13 0.01 -0.004
H 2.8145 -2.5425 -0.9167 0.05 0.02 -0.12 0.106
H 0.6721 -3.4970 -0.2796 0.00 -0.02 -0.04 0.124
N -0.6500 -3.0672 1.9711 -0.76 -0.27 0.19 -0.371
O -1.2877 -3.6243 1.0887 -0.11 -0.13 0.00 0.044
O -1.0535 -2.9158 3.1092 -0.07 -0.02 0.05 0.079
H 0.8412 -1.4822 3.4765 0.00 0.02 0.06 0.124
H 2.9919 -0.4985 2.8684 0.05 0.04 0.05 0.111
C 4.9691 -1.2004 -0.6453 -0.03 -0.01 -0.07 -0.118
H 4.8818 -2.2691 -0.8361 0.07 0.05 -0.02 0.121
C 4.4134 -0.3619 -1.8208 -0.17 -0.17 -0.22 -0.101
H 5.2129 -0.0875 -2.5151 -0.03 -0.04 0.02 0.129
H 3.6311 -0.8886 -2.3705 0.18 0.04 0.05 0.113
H 6.0283 -0.9761 -0.4892 -0.05 -0.08 -0.02 0.126
H 3.9021 0.8623 1.7152 0.06 -0.03 -0.02 0.111
H 5.6209 0.4891 1.4753 -0.08 0.08 0.05 0.127
H 0.2496 -0.3363 -0.3807 -0.02 -0.17 -0.08 0.120
H -2.4650 -0.4731 1.8927 0.02 -0.06 -0.20 0.147
H -1.8117 -1.2887 0.4481 0.09 0.05 0.07 0.097
C -4.9216 0.0435 -1.8328 -0.35 0.08 0.07 -0.195
C -5.8957 -1.1265 -1.7393 0.15 0.17 -0.01 -0.064
H -6.0471 -1.3920 -0.6967 -0.05 -0.04 0.09 0.076
H -6.8523 -0.8391 -2.1675 -0.14 -0.02 -0.05 0.074
H -5.5230 -1.9958 -2.2743 -0.01 -0.10 -0.06 0.059
H -5.3533 0.9037 -1.3140 0.07 -0.07 -0.17 0.120
H -4.7416 0.3117 -2.8758 0.04 0.03 0.07 0.117
H -1.6131 -0.3407 -1.6994 -0.08 0.01 -0.10 0.100
H -2.7339 -0.3919 -3.0456 0.08 0.07 0.14 0.123
```
Forces are in eV/Å.

Computed properties:
net charge = 0
ΔE to the lowest compared entry with this formula, charge and spin = 5.534 eV
frontier orbital gap = 7.60 eV
total energy = -1658.10190 a.u.
SMILES = CCN(CC)C(=O)Cn1cc(C(=O)C(=O)N2CCN(c3ccc([N+](=O)[O-])cc3)CC2)c2ccccc21

[3]
This record from OMol25 describes 7 unconnected molecules or ions with the total composition C24H65N3O7 in a non-equilibrium geometry. The level of theory is the ωB97M-V functional and the def2-TZVPD basis.

XYZ file:
```
99
Properties=species:S:1:pos:R:3:forces:R:3:lowdin_charge:R:1
C -2.4529 2.2043 4.0475 0.95 -0.79 -1.74 -0.040
C -1.0102 2.0707 3.5033 -0.14 0.90 1.55 -0.468
C -0.6043 3.2713 2.6875 0.20 0.45 -0.69 -0.061
O -0.1043 2.0687 4.6322 0.02 -0.59 -0.20 -0.073
H -3.0454 2.3129 3.1328 -0.48 0.33 0.34 0.063
H -2.5000 3.0728 4.6966 -0.31 -0.07 0.11 0.081
H -2.7554 1.2586 4.4906 -0.05 0.23 0.49 0.080
H -0.8458 1.1259 2.9856 -0.10 0.05 -0.09 0.116
H 0.4357 3.1514 2.3771 -0.03 0.06 -0.12 0.082
H -0.6550 4.1914 3.2809 -0.01 -0.14 0.23 0.092
H -1.2033 3.5192 1.8096 -0.09 -0.44 -0.05 0.051
H 0.0016 2.9899 4.8889 0.05 -0.05 0.13 0.075
C 5.6242 -0.3121 2.4930 0.68 -0.40 0.94 -0.044
C 5.9357 -1.6881 1.9580 0.75 -1.74 -0.71 -0.499
C 5.7771 -1.9067 0.4547 -1.23 1.34 0.93 -0.047
O 7.2731 -2.1187 2.3114 -0.27 0.65 0.01 -0.064
H 4.5587 -0.1198 2.5770 0.01 0.16 -0.26 0.051
H 6.1762 0.5078 2.0299 -0.21 -0.07 -0.38 0.085
H 6.0312 -0.3909 3.5059 -0.27 0.38 0.14 0.088
H 5.2977 -2.4351 2.4383 -0.05 0.28 0.28 0.121
H 5.8244 -2.9437 0.1416 0.37 0.01 0.03 0.063
H 6.4652 -1.2241 -0.0482 -0.04 -0.28 -0.41 0.083
H 4.7465 -1.5545 0.3149 0.09 -0.05 -0.77 0.074
H 7.8471 -1.5499 1.7816 0.21 -0.20 0.18 0.081
C -0.7987 0.6381 -5.0947 -0.09 -0.18 -0.43 -0.063
C -0.8846 2.0210 -5.7469 0.22 -0.08 0.03 -0.467
C -1.7274 3.0018 -4.9495 -0.57 -0.63 1.23 -0.059
O 0.4573 2.5145 -5.8977 -0.28 -0.16 -0.15 -0.049
H -0.1356 0.7032 -4.2371 -0.17 -0.09 0.16 0.045
H -0.3880 -0.1245 -5.7600 0.22 0.31 -0.24 0.078
H -1.7757 0.2254 -4.8291 -0.09 0.33 0.26 0.080
H -1.3657 1.9309 -6.7243 0.38 0.02 -0.24 0.127
H -2.7765 2.9075 -5.2341 0.04 0.36 -0.20 0.084
H -1.4016 4.0420 -4.9338 -0.04 0.04 -0.61 0.078
H -1.7405 2.7198 -3.8894 0.15 -0.02 0.00 0.052
H 0.5005 3.3562 -5.4395 0.13 0.05 -0.08 0.068
C -2.7059 6.5898 -1.6389 -1.29 0.95 0.50 -0.059
C -2.4000 5.3976 -0.7642 0.89 -0.69 -0.92 -0.513
C -1.0121 4.8541 -1.0082 0.68 0.81 -0.61 -0.066
O -2.4575 5.7097 0.6227 -0.81 -0.09 -0.04 -0.043
H -2.0422 7.4424 -1.4825 0.35 -0.29 -0.03 0.085
H -3.6875 6.9755 -1.3353 0.02 -0.04 0.04 0.080
H -2.8335 6.4041 -2.7052 0.46 -0.40 0.03 0.078
H -3.0971 4.5825 -1.0124 -0.20 0.27 0.18 0.139
H -0.2982 5.6735 -0.8651 -0.01 -0.07 0.38 0.089
H -0.8492 4.6002 -2.0604 -0.20 -0.54 0.15 0.067
H -0.7755 4.0570 -0.3079 0.08 -0.21 -0.29 0.054
H -3.0246 5.0127 0.9636 0.01 0.28 0.58 0.083
C 4.6757 -7.4809 0.9963 -1.31 -0.49 -0.10 -0.078
C 4.2494 -6.0339 1.0725 2.22 0.01 0.42 -0.447
C 2.9211 -5.8285 1.7822 -0.21 1.24 -0.94 -0.164
O 2.6234 -4.4215 1.9249 -0.12 -0.51 -0.34 -0.206
C 1.6678 -3.9517 1.0034 -0.16 0.11 -0.64 -0.115
N 5.2801 -5.2730 1.8245 -1.34 0.23 0.62 0.043
H 4.4539 -8.0642 1.8930 0.47 0.31 0.31 0.078
H 5.7291 -7.5010 0.7323 -0.04 -0.43 -0.09 0.077
H 4.0192 -7.9495 0.2516 0.56 -0.16 -0.31 0.079
H 4.3747 -5.6851 0.0361 -1.33 0.18 -0.05 0.136
H 2.9133 -6.1840 2.8094 0.29 -0.55 -0.14 0.135
H 2.1355 -6.2681 1.1636 -0.14 -0.36 0.33 0.122
H 1.9618 -4.0156 -0.0543 0.66 0.17 0.11 0.089
H 1.4826 -2.9101 1.2539 -0.22 0.00 -0.08 0.072
H 0.7355 -4.5291 0.9727 -0.09 0.03 0.74 0.087
H 4.7710 -4.3976 1.9457 0.83 0.27 0.32 0.034
H 6.1213 -5.0908 1.2941 -0.07 -0.04 -0.16 0.067
C -5.4197 -0.5937 -1.7840 -0.52 -0.40 -1.23 -0.075
C -5.7846 -1.8095 -0.9283 -0.31 1.68 0.32 -0.425
C -5.4269 -1.4992 0.5461 0.77 -1.22 -0.52 -0.191
O -4.0327 -1.2442 0.6670 0.47 0.36 -0.19 -0.195
C -3.6841 0.0961 0.9525 -0.60 0.22 -0.32 -0.119
N -7.2252 -2.0531 -0.9877 -0.21 -0.57 -0.58 0.029
H -5.6954 -0.7360 -2.8399 0.24 -0.66 0.01 0.073
H -4.3340 -0.5163 -1.7722 -0.07 0.65 0.15 0.061
H -6.0031 0.3178 -1.6325 0.44 0.11 1.02 0.085
H -5.1507 -2.6058 -1.3244 -0.07 -0.37 0.37 0.137
H -5.5719 -2.4193 1.1163 -0.32 0.02 0.17 0.121
H -6.0385 -0.7137 0.9895 -0.09 0.16 -0.27 0.123
H -2.6219 0.1859 1.1728 -0.05 -0.42 0.53 0.074
H -4.3585 0.4327 1.7433 0.48 0.33 0.36 0.083
H -3.8130 0.8001 0.1186 -0.33 -0.27 -0.28 0.077
H -7.4589 -3.0151 -0.7543 0.20 0.09 0.42 0.073
H -7.5318 -2.0072 -1.9565 0.05 0.32 0.03 0.068
C -0.7316 -0.4623 -1.2019 -0.29 -0.37 -0.39 -0.054
C 0.1566 0.7328 -0.8810 -1.81 0.94 0.58 -0.417
C 1.4163 0.3689 -0.0834 -0.81 1.23 -0.44 -0.175
O 0.9522 -0.2510 1.1088 0.08 0.47 -0.79 -0.200
C 1.7356 0.0214 2.2440 -0.02 -1.67 0.90 -0.112
N 0.2513 1.5769 -2.0742 1.34 -1.57 0.13 0.049
H -1.7075 -0.1494 -1.5898 0.17 0.34 -0.24 0.064
H -1.0363 -1.0777 -0.3546 0.59 0.03 0.21 0.073
H -0.2713 -1.0773 -1.9786 0.02 -0.14 0.08 0.083
H -0.4431 1.3469 -0.1926 0.15 -0.28 0.65 0.114
H 1.8737 1.3143 0.2235 0.35 0.04 -0.28 0.117
H 2.1122 -0.1804 -0.7234 0.14 -0.52 0.42 0.128
H 2.4948 -0.7719 2.2961 0.39 0.46 0.09 0.073
H 1.1019 -0.1749 3.1136 -0.04 0.23 -0.06 0.089
H 2.1707 1.0155 2.3718 -0.12 0.09 -0.55 0.093
H -0.6377 1.7634 -2.4881 0.02 0.41 -0.05 0.032
H 0.9997 2.2336 -2.1794 -0.19 0.30 0.12 0.079
```
Forces are in eV/Å.

Computed properties:
net charge = 0
ΔE to the lowest compared entry with this formula, charge and spin = 2.203 eV
frontier orbital gap = 9.13 eV
total energy = -1644.19581 a.u.
SMILES = COC[C@H](C)N.COC[C@H](C)N.COC[C@H](C)N.CC(C)O.CC(C)O.CC(C)O.CC(C)O

[4]
This record from OMol25 describes a molecular structure, C18H21N6PSr in a non-equilibrium geometry. The level of theory is the ωB97M-V functional and the def2-TZVPD basis.

XYZ file:
```
47
Properties=species:S:1:pos:R:3:forces:R:3:lowdin_charge:R:1
Sr -0.0134 0.0000 1.9533 -0.04 -0.01 -1.99 1.526
C 1.3936 0.2025 4.4061 0.02 0.04 0.34 -0.119
C 0.8673 -1.0868 4.4165 0.12 -0.19 0.31 -0.117
C -0.5135 -1.2823 4.4288 0.01 -0.04 0.37 -0.120
C -1.3679 -0.1823 4.4388 -0.17 0.01 0.28 -0.116
C -0.8455 1.1110 4.4238 -0.06 0.02 0.38 -0.119
C 0.5341 1.3010 4.4129 0.12 0.16 0.30 -0.116
H 2.4642 0.3521 4.4556 0.01 0.00 -0.06 0.131
H 1.5329 -1.9393 4.4679 0.00 -0.01 -0.06 0.133
H -0.9190 -2.2836 4.4958 0.00 -0.01 -0.06 0.131
H -2.4381 -0.3308 4.5074 -0.01 0.00 -0.06 0.133
H -1.5097 1.9631 4.4882 -0.01 0.01 -0.06 0.131
H 0.9422 2.3026 4.4624 0.00 0.01 -0.06 0.133
C -1.4299 -2.5064 -3.3062 0.00 0.00 0.14 -0.002
N -1.3779 -2.4078 -1.8462 0.00 -0.01 0.00 -0.118
C -1.9057 -3.3266 -0.9898 -0.02 -0.03 -0.10 -0.027
C -1.6485 -2.8710 0.2692 0.02 0.01 0.08 -0.116
N -0.9688 -1.6867 0.1965 0.05 0.11 0.01 -0.062
C -0.8164 -1.4239 -1.1026 0.00 0.03 0.23 -0.467
P -0.0081 -0.0002 -1.8865 0.02 0.00 -0.40 1.177
C 1.6250 0.0077 -1.0923 -0.04 0.00 0.23 -0.466
N 1.9203 0.0082 0.2089 -0.08 -0.02 -0.01 -0.065
C 3.2856 0.0007 0.2906 -0.03 0.02 0.06 -0.116
C 3.8167 -0.0018 -0.9653 0.03 0.00 -0.08 -0.027
N 2.7623 0.0024 -1.8285 0.02 0.00 0.00 -0.118
C 2.8843 0.0001 -3.2876 0.00 0.00 0.15 -0.002
C -0.8325 1.4121 -1.0990 0.02 -0.01 0.22 -0.467
N -0.9728 1.6812 0.2003 0.05 -0.10 0.00 -0.063
C -1.6486 2.8676 0.2737 0.01 -0.02 0.08 -0.116
C -1.9177 3.3171 -0.9851 -0.03 0.03 -0.10 -0.028
N -1.4000 2.3932 -1.8420 0.01 0.01 0.00 -0.118
C -1.4644 2.4867 -3.3019 0.00 0.00 0.15 -0.003
H -1.9528 -3.4241 -3.5568 0.01 0.01 -0.05 0.101
H -1.9732 -1.6595 -3.7169 0.02 -0.01 -0.06 0.092
H -0.4226 -2.5446 -3.7121 -0.02 0.01 -0.06 0.092
H -2.4072 -4.2049 -1.3569 -0.02 -0.03 0.09 0.137
H -1.9113 -3.3257 1.2091 -0.02 -0.03 -0.01 0.111
H 3.8042 -0.0009 1.2341 0.04 0.00 -0.01 0.111
H 4.8305 -0.0062 -1.3256 0.04 0.00 0.08 0.137
H 3.9425 -0.0014 -3.5300 -0.01 0.00 -0.05 0.101
H 2.4207 -0.8929 -3.6982 0.00 0.02 -0.06 0.092
H 2.4219 0.8927 -3.7004 0.00 -0.02 -0.06 0.092
H -1.9002 3.3282 1.2138 -0.02 0.03 -0.01 0.111
H -2.4214 4.1945 -1.3512 -0.02 0.03 0.08 0.137
H -1.9864 3.4053 -3.5509 0.01 -0.01 -0.05 0.101
H -0.4605 2.5195 -3.7167 -0.02 -0.01 -0.06 0.091
H -2.0146 1.6405 -3.7048 0.02 0.01 -0.06 0.092
```
Forces are in eV/Å.

Computed properties:
net charge = +2
frontier orbital gap = 8.69 eV
total energy = -1398.74425 a.u.